99
Properties=species:S:1:pos:R:3 method="wB97M-V/def2-TZVPD" homo_energy_ha=-0.3607 energy_ev=-74860.37580 multiplicity=1
O -1.82075 0.76961 -1.51086
C -2.73030 0.02391 -1.51313
O -3.70510 0.09957 -2.43174
C -4.82429 -0.72430 -2.05475
C -4.13357 -1.77748 -1.22463
O -3.02284 -1.00301 -0.62320
H -5.65894 -0.19703 -1.59275
H -5.18765 -1.29935 -2.90646
H -3.58763 -2.52732 -1.79715
H -4.71621 -2.05129 -0.34506
O -3.47673 5.52254 -2.10778
C -2.82200 5.20327 -1.12611
O -1.51428 5.19934 -1.16640
C -0.93288 4.61508 0.02917
C -2.18089 4.65923 1.01881
O -3.31036 4.96203 0.17348
H -0.48254 3.66307 -0.25181
H -0.16668 5.33821 0.30870
H -1.98469 5.39181 1.80172
H -2.25656 3.76489 1.63730
O -2.63778 -5.25159 1.65996
C -2.68657 -4.15089 2.09996
O -3.40758 -3.12128 1.79435
C -3.19035 -2.11609 2.71854
C -1.82748 -2.42384 3.31105
O -1.85493 -3.84310 3.13976
H -3.20953 -1.07044 2.41137
H -3.95805 -2.40109 3.43793
H -1.50279 -1.94161 4.23307
H -1.00350 -2.05938 2.69760
O 2.73292 -1.97110 3.09812
C 3.46169 -2.44855 2.19671
O 4.57959 -3.09661 2.40249
C 4.91480 -3.90132 1.25691
C 4.01141 -3.24314 0.12149
O 3.16621 -2.40977 0.81601
H 5.95673 -3.98518 0.94797
H 4.65491 -4.94427 1.43806
H 3.62496 -3.90510 -0.65346
H 4.68130 -2.57084 -0.41458
O 0.02817 0.99845 2.57308
C 0.47297 0.68217 1.45923
O 1.31349 1.31737 0.72821
C 1.16437 0.91862 -0.60489
C 0.71552 -0.48401 -0.43466
O -0.00949 -0.38196 0.78565
H 0.40683 1.47404 -1.15781
H 2.12391 0.91345 -1.12194
H 1.48282 -1.25817 -0.44043
H -0.07778 -0.73321 -1.13941
O 0.82394 -3.80002 -0.56387
C -0.04036 -4.11469 -1.30032
O -0.34341 -3.53207 -2.48187
C -1.30987 -4.35983 -3.06965
C -1.87181 -5.21178 -2.03543
O -1.05628 -4.97563 -0.92202
H -2.10296 -3.70654 -3.43343
H -0.85902 -4.94753 -3.86929
H -1.80696 -6.21992 -2.44476
H -2.93604 -5.19694 -1.80031
C 2.54650 -2.36152 -3.26188
C 3.86293 -2.20964 -3.98361
O 4.37652 -0.91821 -3.64088
H 2.34006 -3.43169 -3.27647
H 1.79045 -1.95906 -3.93605
H 2.61889 -1.93804 -2.26012
H 3.90525 -2.42100 -5.05208
H 4.50762 -2.96448 -3.53340
H 4.60637 -0.51856 -4.48294
C 3.91273 3.89408 0.39606
C 2.53825 4.47134 0.18620
O 2.68253 5.65055 -0.55321
H 4.45814 4.63819 0.97651
H 4.32911 3.52386 -0.54077
H 3.94428 3.13149 1.17424
H 2.13320 4.73739 1.16255
H 1.92050 3.77247 -0.37776
H 2.30561 6.34213 -0.00435
C 0.02247 1.87889 -4.69301
C -0.28687 3.18726 -3.92456
O 0.85795 3.44070 -3.29500
H -0.78751 1.42975 -5.26771
H 0.29433 0.96786 -4.15989
H 0.80899 2.09985 -5.41458
H -1.12747 2.98236 -3.26161
H -0.56368 3.97691 -4.62307
H 0.69558 3.65743 -2.37399
C -2.08643 1.49461 6.48746
C -1.41576 0.58622 5.42747
O -0.04512 0.66389 5.46181
H -3.10991 1.81357 6.29034
H -1.61318 2.46823 6.61474
H -1.77589 1.30597 7.51512
H -1.87164 0.68958 4.44279
H -1.74797 -0.42451 5.66445
H 0.27030 0.40258 4.59358
O 0.36923 3.59440 4.48210
H 0.24352 3.25796 5.36936
H -0.01906 2.92782 3.91541